# 1
Formula: C17H23ClI2KN4O
Source: OMol25
Level of theory: ωB97M-V/def2-TZVPD

Cartesian coordinates (Å):
K (1.47, -2.34, -1.17)
I (6.39, -3.23, 4.48)
C (5.24, -2.52, 2.86)
C (5.75, -2.61, 1.57)
C (4.97, -2.12, 0.54)
I (5.63, -2.25, -1.45)
C (3.68, -1.54, 0.71)
O (2.99, -1.09, -0.27)
C (3.21, -1.51, 2.06)
C (1.81, -0.99, 2.28)
N (1.69, 0.41, 1.85)
C (0.32, 0.87, 1.87)
C (0.16, 2.17, 1.13)
C (-0.77, 3.12, 1.56)
C (-0.94, 4.28, 0.83)
C (-0.17, 4.47, -0.31)
C (0.74, 3.48, -0.65)
N (0.90, 2.35, 0.04)
C (3.98, -1.98, 3.10)
H (6.72, -3.04, 1.38)
H (1.55, -1.05, 3.33)
H (1.10, -1.63, 1.74)
H (2.05, 0.49, 0.90)
H (-0.02, 1.00, 2.90)
H (-0.36, 0.14, 1.39)
H (-1.34, 2.94, 2.46)
H (-1.65, 5.03, 1.14)
H (-0.26, 5.36, -0.92)
H (1.37, 3.59, -1.53)
H (3.59, -1.94, 4.11)
C (-3.46, 0.51, -3.60)
C (-3.35, -0.21, -2.25)
C (-4.20, 0.53, -1.21)
C (-3.84, -1.65, -2.40)
N (-1.92, -0.21, -1.89)
N (-1.56, -0.95, -0.73)
H (-4.50, 0.56, -3.93)
H (-2.87, -0.03, -4.34)
H (-3.07, 1.53, -3.52)
H (-5.26, 0.50, -1.47)
H (-3.89, 1.58, -1.14)
H (-4.08, 0.08, -0.22)
H (-4.84, -1.66, -2.82)
H (-3.86, -2.17, -1.44)
H (-3.16, -2.20, -3.06)
H (-1.61, 0.74, -1.74)
H (-1.45, -1.93, -0.98)
H (-2.27, -0.88, -0.01)
Cl (-0.59, -4.00, -1.19)

Energy ... -71062.3939 eV
Total charge ... -1
HOMO-LUMO gap ... 6.9 eV
Spin multiplicity ... 1
F_max ... 2.48 eV/Å

=====

# 2
Formula: C4HBr2ClN2
Source: OMol25
Level of theory: ωB97M-V/def2-TZVPD

Cartesian coordinates (Å):
C (-0.45, -1.31, 0.98)
C (-0.75, -0.67, -1.29)
C (0.92, 1.10, 0.08)
C (-0.71, -0.32, 0.05)
N (-0.21, -2.17, 1.66)
N (-0.59, -1.09, -2.32)
Cl (1.16, 1.68, -1.54)
Br (2.42, 0.24, 0.79)
Br (-2.15, 0.84, 0.87)
H (0.37, 1.68, 0.72)

Energy ... -159748.1840 eV
Total charge ... 0
HOMO-LUMO gap (spin up / spin down) ... 8.9 / 8.9 eV
Energy above the lowest of the compared OMol25 structures with the same formula, charge and spin ... 53.2 kJ/mol
Spin multiplicity ... 1
F_max ... 4.70 eV/Å

=====

# 3
Formula: C12H21GeN2O7P2Y
Source: OMol25
Level of theory: ωB97M-V/def2-TZVPD

Cartesian coordinates (Å):
Y (-0.52, -0.44, 0.17)
C (1.73, 2.82, 3.28)
C (0.51, 2.02, 2.89)
O (-0.54, 2.27, 3.84)
P (0.76, 0.22, 3.08)
O (2.07, -0.27, 2.34)
O (1.14, -0.04, 4.59)
O (-0.38, -0.55, 2.53)
P (-0.13, 2.33, 1.18)
O (-0.06, 3.92, 1.12)
O (-1.51, 1.76, 1.15)
O (0.81, 1.66, 0.20)
H (2.08, 2.55, 4.27)
H (1.47, 3.88, 3.28)
H (2.54, 2.67, 2.55)
H (-1.38, 2.07, 3.39)
H (2.93, -0.07, 2.73)
H (0.50, 0.36, 5.21)
H (-0.64, 4.29, 0.44)
N (3.84, -5.43, -0.03)
C (3.56, -4.36, -0.33)
C (3.24, -3.02, -0.71)
C (4.21, -2.17, -1.23)
C (3.84, -0.88, -1.56)
C (2.53, -0.47, -1.36)
N (1.59, -1.29, -0.88)
C (1.94, -2.54, -0.56)
H (5.22, -2.52, -1.37)
H (4.56, -0.18, -1.97)
H (2.22, 0.54, -1.56)
H (1.15, -3.19, -0.20)
C (-2.16, -1.14, -3.74)
Ge (-3.12, -0.62, -2.09)
C (-5.03, -0.98, -2.37)
C (-2.94, 1.37, -2.12)
C (-2.27, -1.36, -0.57)
H (-2.52, -0.61, -4.62)
H (-2.26, -2.22, -3.92)
H (-1.09, -0.94, -3.63)
H (-5.38, -0.52, -3.30)
H (-5.62, -0.58, -1.54)
H (-5.21, -2.06, -2.42)
H (-3.43, 1.79, -3.00)
H (-1.88, 1.67, -2.17)
H (-3.37, 1.82, -1.22)
H (-3.00, -1.57, 0.23)

Energy ... -106238.8228 eV
Total charge ... 0
HOMO-LUMO gap ... 4.8 eV
Energy above the lowest of the compared OMol25 structures with the same formula, charge and spin ... 119.0 kJ/mol
Spin multiplicity ... 1
F_max ... 0.83 eV/Å

=====

# 4
Formula: C19H25N3O6Pd
Source: OMol25
Level of theory: ωB97M-V/def2-TZVPD

Cartesian coordinates (Å):
Pd (0.37, -0.41, -0.02)
O (-3.92, 0.21, -0.35)
C (-2.71, 0.09, -0.52)
O (-1.90, -0.48, 0.25)
C (-2.18, 0.60, -1.91)
C (-1.37, -0.47, -2.66)
C (-1.48, -0.19, -4.17)
C (-0.60, 1.06, -4.29)
C (-0.09, 1.21, -2.85)
O (0.00, -0.14, -2.40)
C (-1.21, 1.81, -1.99)
C (-0.67, 2.45, -0.66)
O (-1.03, 3.59, -0.43)
O (0.20, 1.82, 0.00)
H (-3.10, 0.83, -2.46)
H (-1.57, -1.50, -2.36)
H (-2.51, -0.01, -4.48)
H (-1.08, -1.03, -4.74)
H (-1.15, 1.94, -4.60)
H (0.23, 0.91, -4.99)
H (0.88, 1.70, -2.75)
H (-1.69, 2.65, -2.51)
O (0.92, -1.65, 1.81)
N (1.09, -2.76, 1.10)
C (0.32, -2.89, -0.10)
C (0.66, -3.92, -0.97)
C (1.74, -4.75, -0.75)
C (2.46, -4.60, 0.48)
C (2.11, -3.61, 1.36)
H (-0.71, -2.56, 0.02)
H (0.04, -4.08, -1.85)
H (2.03, -5.52, -1.45)
H (3.25, -5.28, 0.74)
H (2.62, -3.46, 2.30)
C (3.13, 1.48, -0.69)
C (4.63, 1.73, -0.45)
N (5.25, 0.52, 0.09)
C (4.69, 0.27, 1.42)
C (3.15, 0.28, 1.35)
N (2.74, 0.22, -0.05)
C (3.41, -0.89, -0.73)
C (4.93, -0.60, -0.79)
H (2.91, 1.41, -1.76)
H (2.51, 2.28, -0.28)
H (4.80, 2.54, 0.27)
H (5.15, 1.99, -1.37)
H (5.08, 1.03, 2.10)
H (5.07, -0.71, 1.75)
H (2.73, 1.20, 1.78)
H (2.70, -0.56, 1.89)
H (2.98, -0.99, -1.73)
H (3.22, -1.80, -0.17)
H (5.25, -0.32, -1.80)
H (5.52, -1.46, -0.46)

Energy ... -40342.1951 eV
Total charge ... -1
HOMO-LUMO gap (spin up / spin down) ... 6.5 / 5.7 eV
Spin multiplicity ... 2
F_max ... 2.53 eV/Å
<S²> ... 0.94

=====

# 5
Formula: C23H20N2O2S
Source: OMol25
Level of theory: ωB97M-V/def2-TZVPD

Cartesian coordinates (Å):
O (2.12, 3.37, 1.05)
S (2.01, 2.93, -0.31)
O (2.49, 3.78, -1.35)
N (0.41, 2.64, -0.73)
C (-0.54, 2.06, 0.10)
C (-0.15, 1.26, 1.17)
C (-1.11, 0.66, 1.96)
C (-2.45, 0.82, 1.69)
C (-2.86, 1.61, 0.61)
C (-1.89, 2.22, -0.17)
H (-2.19, 2.84, -1.01)
C (-4.31, 1.72, 0.25)
H (-4.56, 2.75, -0.01)
H (-4.93, 1.42, 1.10)
C (-4.62, 0.81, -0.96)
C (-4.10, -0.57, -0.69)
N (-2.94, -0.88, -1.24)
C (-2.40, -2.06, -0.97)
C (-2.99, -2.99, -0.14)
C (-4.22, -2.68, 0.43)
C (-4.79, -1.45, 0.15)
H (-5.74, -1.17, 0.57)
H (-4.73, -3.38, 1.07)
H (-2.51, -3.94, 0.06)
H (-1.45, -2.25, -1.44)
H (-4.11, 1.20, -1.84)
H (-5.69, 0.80, -1.14)
H (-3.19, 0.33, 2.30)
H (-0.80, 0.05, 2.80)
H (0.90, 1.14, 1.39)
H (0.07, 3.25, -1.45)
C (2.76, 1.32, -0.47)
C (3.59, 0.86, 0.52)
C (4.21, -0.39, 0.39)
C (5.09, -0.90, 1.37)
C (5.68, -2.13, 1.21)
C (5.42, -2.89, 0.06)
C (4.58, -2.43, -0.91)
C (3.95, -1.17, -0.78)
C (3.08, -0.66, -1.77)
C (2.50, 0.57, -1.62)
H (1.84, 0.98, -2.36)
H (2.89, -1.25, -2.65)
H (4.38, -3.01, -1.80)
H (5.90, -3.85, -0.05)
H (6.35, -2.51, 1.96)
H (5.28, -0.31, 2.25)
H (3.76, 1.48, 1.39)

Energy ... -42086.3595 eV
Total charge ... 0
SMILES string ... O=S(=O)(Nc1cccc(CCc2ccccn2)c1)c1ccc2ccccc2c1
HOMO-LUMO gap ... 8.5 eV
Energy above the lowest of the compared OMol25 structures with the same formula, charge and spin ... 126.7 kJ/mol
Spin multiplicity ... 1
F_max ... 1.04 eV/Å

=====

# 6
Formula: H80O40
Source: OMol25
Level of theory: ωB97M-V/def2-TZVPD

Cartesian coordinates (Å):
H (-3.83, -2.63, 1.93)
H (-2.33, -3.39, 1.58)
O (-2.93, -2.60, 1.54)
H (-0.58, 2.61, -1.02)
H (-0.31, 1.40, -1.99)
O (-0.96, 1.82, -1.40)
H (1.42, 0.82, -1.81)
H (1.33, 0.67, -3.32)
O (0.81, 0.64, -2.55)
H (-2.78, -2.76, -0.11)
H (-2.50, -1.86, -1.33)
O (-2.49, -2.82, -1.05)
H (0.93, 4.06, 0.19)
H (2.31, 4.70, 0.67)
O (1.86, 4.21, -0.12)
H (0.29, -5.24, 1.85)
O (0.40, -6.14, 1.82)
H (-0.07, 6.12, -2.06)
O (0.52, 5.96, -1.33)
H (2.84, -5.55, -1.02)
H (3.81, -4.56, -0.44)
O (3.80, -5.38, -0.98)
H (1.96, -1.73, -2.51)
H (0.46, -1.72, -2.93)
O (1.29, -2.28, -2.90)
H (4.10, -3.67, -4.29)
H (2.60, -3.52, -3.85)
O (3.36, -3.03, -4.23)
H (4.54, 1.96, 0.93)
H (4.45, 0.90, 2.24)
O (4.25, 1.11, 1.36)
H (-1.03, 1.06, 0.10)
O (-0.58, 0.69, 0.91)
H (2.99, 0.43, 2.65)
H (2.16, -0.38, 3.65)
O (2.21, 0.43, 3.21)
H (2.62, 0.26, 0.05)
H (2.01, 1.58, 0.37)
O (1.87, 0.82, -0.16)
H (-1.20, 4.99, -4.26)
H (-1.25, 3.63, -4.27)
O (-1.09, 4.31, -4.91)
H (-5.70, -0.60, 2.40)
H (-4.43, -1.30, 2.05)
O (-5.17, -1.33, 2.69)
H (-0.14, -5.00, -0.32)
H (-1.08, -3.91, -1.03)
O (-0.88, -4.36, -0.16)
H (-4.08, 1.66, 0.14)
H (-3.43, 0.56, -0.54)
O (-4.14, 0.76, -0.02)
H (0.60, -3.17, 2.30)
O (1.13, -3.95, 2.65)
H (3.42, 0.39, -5.08)
H (3.25, -0.87, -4.44)
O (2.75, -0.04, -4.64)
H (0.95, -1.56, 6.00)
O (0.72, -2.10, 5.23)
H (0.10, -2.31, -4.51)
H (-1.58, -2.28, -4.33)
O (-0.80, -2.44, -4.93)
H (-2.25, 3.46, 1.05)
H (-3.04, 4.24, 2.14)
O (-2.98, 3.45, 1.62)
H (-2.40, 2.12, -3.28)
H (-3.88, 2.24, -3.60)
O (-3.19, 2.63, -2.98)
H (1.08, 2.55, 4.08)
H (2.26, 2.26, 5.21)
O (1.71, 2.80, 4.73)
H (-0.55, 5.22, 1.80)
H (-1.66, 6.33, 1.68)
O (-1.40, 5.46, 2.09)
H (-5.14, -3.08, -0.22)
H (-4.94, -1.74, -0.94)
O (-5.28, -2.19, -0.17)
H (-0.63, -2.23, -0.47)
H (-0.24, -0.72, -0.14)
O (-0.02, -1.42, -0.76)
H (-0.50, 3.60, 2.61)
H (-1.37, 2.49, 2.12)
O (-0.48, 2.97, 1.90)
H (-2.48, 2.03, 4.88)
H (-1.08, 2.49, 5.15)
O (-1.68, 2.28, 4.34)
H (-3.68, -1.47, 5.08)
H (-2.31, -0.95, 5.52)
O (-3.23, -1.15, 5.84)
H (1.41, -2.48, -0.21)
O (1.72, -3.34, -0.03)
H (-0.63, -5.66, -2.63)
H (-0.20, -4.28, -3.50)
O (-0.10, -4.72, -2.68)
H (1.79, -3.99, 1.94)
H (1.16, -6.40, 2.29)
H (-0.01, -1.58, 4.81)
H (1.19, 5.32, -1.49)
H (0.25, 1.09, 1.02)
H (2.06, -3.61, -0.90)
O (3.09, 2.79, -4.31)
H (2.64, 3.53, -3.91)
H (3.54, 2.97, -5.12)
O (-5.21, 3.74, -1.37)
H (-4.87, 3.79, -0.48)
H (-4.34, 3.46, -1.93)
O (0.58, -1.14, 2.33)
H (-0.36, -1.23, 2.34)
H (0.93, -0.94, 1.44)
O (6.14, -0.50, -2.88)
H (6.34, -0.56, -1.94)
H (5.84, -1.37, -3.11)
O (-0.57, 1.53, -5.50)
H (-0.53, 2.27, -6.11)
H (-0.05, 0.79, -5.86)
O (1.11, 5.28, 4.12)
H (1.25, 4.40, 4.41)
H (1.93, 5.50, 3.64)
O (3.19, -3.08, 3.85)
H (2.26, -2.68, 4.06)
H (2.97, -3.98, 3.67)

Energy ... -83195.0604 eV
Total charge ... 0
HOMO-LUMO gap ... 9.3 eV
Energy above the lowest of the compared OMol25 structures with the same formula, charge and spin ... 1037.7 kJ/mol
Spin multiplicity ... 1
F_max ... 5.03 eV/Å

=====

# 7
Formula: C3H2NOS2
Source: OMol25
Level of theory: ωB97M-V/def2-TZVPD

Cartesian coordinates (Å):
C (-2.10, -0.88, 0.04)
C (1.26, 0.77, -0.03)
C (-0.96, -0.24, 0.12)
N (0.00, 0.50, 0.03)
O (3.89, 0.11, 0.18)
S (-3.50, 0.16, 0.14)
S (2.47, -0.45, 0.04)
H (-2.36, -1.84, -0.24)
H (1.32, 1.86, -0.27)

Energy ... -28349.3832 eV
Total charge ... -1
HOMO-LUMO gap ... 6.2 eV
Energy above the lowest of the compared OMol25 structures with the same formula, charge and spin ... 430.6 kJ/mol
Spin multiplicity ... 1
F_max ... 3.27 eV/Å

=====

# 8
Formula: C5H14OS2
Source: OMol25
Level of theory: ωB97M-V/def2-TZVPD

Cartesian coordinates (Å):
C (-0.74, 1.36, 0.89)
C (-2.07, 1.05, 1.54)
C (0.08, 0.07, 0.74)
S (1.66, 0.07, -0.22)
S (1.20, -0.18, -2.25)
C (0.12, -1.66, -2.56)
C (0.13, -2.81, -1.61)
H (-0.85, 1.97, -0.04)
H (-0.16, 2.06, 1.49)
H (-1.92, 0.76, 2.58)
H (-2.73, 1.94, 1.51)
H (-2.57, 0.20, 1.07)
H (-0.51, -0.74, 0.28)
H (0.38, -0.24, 1.75)
H (0.45, -1.85, -3.59)
H (-0.88, -1.23, -2.69)
H (-0.01, -2.55, -0.55)
H (-0.44, -3.69, -1.92)
H (1.07, -3.39, -1.68)
H (1.96, 3.33, 2.02)
H (2.97, 2.48, 1.24)
O (2.87, 3.06, 2.02)

Energy ... -29129.6185 eV
Total charge ... 0
SMILES string ... CCCSSCC.O
HOMO-LUMO gap ... 9.1 eV
Energy above the lowest of the compared OMol25 structures with the same formula, charge and spin ... 74.9 kJ/mol
Spin multiplicity ... 1
F_max ... 2.76 eV/Å